No. 1
DFT (wB97M-V/def2-TZVPD) results for a molecular structure, C5H10N2 in a non-equilibrium geometry.

lowest unoccupied orbital energy	1.072	eV
maximum force	1.74	eV/A
HOMO energy	-9.20	eV
HOMO-LUMO gap	10.28	eV

Element x y z (Å)
1 C -0.252 1.016 -0.247
2 C 0.986 0.150 -0.472
3 C 1.003 -0.814 0.715
4 C -0.495 -1.206 0.706
5 C -0.927 -0.363 -0.517
6 H 0.299 2.333 1.138
7 H -1.377 2.182 1.003
8 H -0.423 1.621 -1.139
9 H 1.949 0.582 -0.816
10 H 1.635 -1.663 0.511
11 H 1.332 -0.303 1.619
12 H -0.963 -0.903 1.670
13 H -0.637 -2.278 0.588
14 H -1.962 -0.451 -0.874
15 H 0.383 -1.525 -1.654
16 N -0.462 1.650 1.042
17 N 0.158 -0.549 -1.492

=====

No. 2
DFT (wB97M-V/def2-TZVPD) results for a single C3H6FNS molecule in a non-equilibrium geometry.

lowest unoccupied orbital energy	0.699	eV
maximum force	3.90	eV/A
HOMO energy	-8.99	eV
structure (SMILES)	C/C(CF)=N/S
HOMO-LUMO gap	9.69	eV

Element x y z (Å)
1 C -1.038 0.106 -2.112
2 C -0.393 0.083 -0.764
3 C -1.273 0.531 0.306
4 H -1.460 -0.930 -2.216
5 H -1.929 0.987 -2.368
6 H -0.322 0.343 -2.970
7 H -0.866 1.485 0.754
8 H -2.391 0.868 0.138
9 H 1.230 -0.061 2.083
10 N 0.831 -0.199 -0.568
11 F -1.383 -0.590 1.187
12 S 1.787 -0.019 0.831

=====

No. 3
DFT (wB97M-V/def2-TZVPD) results for 2 unconnected molecules or ions with the total composition C4H13NO2 in a non-equilibrium geometry.

lowest unoccupied orbital energy	0.758	eV
maximum force	2.46	eV/A
HOMO energy	-9.05	eV
structure (SMILES)	CN[C@H](C)CO.O
HOMO-LUMO gap	9.81	eV

Element x y z (Å)
1 C -0.888 -1.511 -1.235
2 N -0.337 -1.058 0.014
3 C -1.665 1.073 0.051
4 C -0.343 0.413 0.301
5 C 0.784 0.985 -0.550
6 O 0.986 2.350 -0.178
7 H -0.710 -2.575 -1.395
8 H -0.238 -1.129 -2.042
9 H -1.892 -1.143 -1.489
10 H -0.858 -1.517 0.751
11 H -2.080 1.121 -0.949
12 H -1.544 2.121 0.357
13 H -2.487 0.739 0.695
14 H 0.016 0.563 1.321
15 H 1.749 0.478 -0.575
16 H 0.410 1.070 -1.587
17 H 1.847 2.584 0.202
18 H 1.857 -1.633 1.576
19 H 3.154 -1.384 2.280
20 O 2.240 -1.546 2.449

=====

No. 4
DFT (wB97M-V/def2-TZVPD) results for a single C4H11NO molecule in a non-equilibrium geometry.

lowest unoccupied orbital energy	1.042	eV
maximum force	1.96	eV/A
HOMO energy	-9.27	eV
structure (SMILES)	CNC[C@@H](C)O
HOMO-LUMO gap	10.31	eV

Element x y z (Å)
1 C -2.058 1.559 0.347
2 N -0.874 1.119 -0.441
3 C -0.136 0.081 0.311
4 C 1.160 -0.378 -0.448
5 C 1.684 -1.629 0.206
6 O 0.785 -0.614 -1.814
7 H -2.571 2.385 -0.153
8 H -2.765 0.726 0.423
9 H -1.727 1.752 1.371
10 H -0.294 1.953 -0.368
11 H -0.792 -0.772 0.487
12 H 0.194 0.413 1.303
13 H 1.921 0.400 -0.485
14 H 2.509 -2.027 -0.391
15 H 0.952 -2.435 0.195
16 H 2.077 -1.479 1.214
17 H -0.065 -1.055 -1.755

=====

No. 5
DFT (wB97M-V/def2-TZVPD) results for a molecular structure, C4H8NO2 in a non-equilibrium geometry.

lowest unoccupied orbital energy	3.562	eV
maximum force	5.39	eV/A
HOMO energy	-2.32	eV
charge	-1
HOMO-LUMO gap	5.88	eV

Element x y z (Å)
1 O -2.720 -0.375 -0.028
2 C -1.736 0.232 0.652
3 C -0.331 -0.118 0.131
4 C -0.288 0.332 -1.357
5 N 0.726 0.229 1.093
6 C 1.902 -0.080 0.785
7 O 2.552 -0.734 -0.333
8 H -1.790 1.363 0.625
9 H -1.760 -0.008 1.750
10 H -0.806 1.283 -1.483
11 H 0.778 0.554 -1.504
12 H -0.640 -0.402 -2.069
13 H -0.345 -1.220 0.042
14 H 1.810 -1.245 0.159
15 H 2.648 0.187 1.538

=====

No. 6
DFT (wB97M-V/def2-TZVPD) results for 6 unconnected molecules or ions with the total composition H12O5S2 in a non-equilibrium geometry.

lowest unoccupied orbital energy	-0.019	eV
maximum force	2.10	eV/A
HOMO energy	-8.78	eV
structure (SMILES)	SS.O.O.O.O.O
HOMO-LUMO gap	8.76	eV

Element x y z (Å)
1 S -3.025 -0.996 -0.165
2 S -3.838 0.711 0.865
3 H -1.814 -0.818 0.357
4 H -2.810 0.823 1.704
5 H -0.096 -2.590 0.522
6 H 0.328 -2.272 -0.927
7 O 0.636 -2.699 -0.095
8 H 2.978 -0.465 -0.459
9 H 2.317 -1.605 0.401
10 O 2.509 -0.668 0.344
11 H -0.396 0.313 -1.414
12 H 0.746 0.157 -2.343
13 O 0.068 -0.376 -1.922
14 H 1.159 0.785 0.813
15 H 1.051 0.754 2.337
16 O 1.040 1.370 1.592
17 H 0.140 2.167 0.111
18 H -0.714 3.112 -0.961
19 O -0.280 2.298 -0.762

=====

No. 7
DFT (wB97M-V/def2-TZVPD) results for a single C7H14N2 molecule in a non-equilibrium geometry.

lowest unoccupied orbital energy	1.006	eV
maximum force	11.65	eV/A
HOMO energy	-8.57	eV
HOMO-LUMO gap	9.58	eV

Element x y z (Å)
1 C -2.722 1.077 -0.028
2 C -1.994 -0.122 -0.341
3 C 0.170 -1.301 -0.511
4 C 1.668 -0.734 -0.727
5 C 1.629 0.397 0.362
6 C 0.155 0.004 0.834
7 C -0.157 -1.330 0.865
8 H -3.735 0.934 -0.144
9 H -2.461 1.508 0.938
10 H -2.568 2.014 -0.678
11 H -2.305 -0.858 -1.147
12 H -1.925 -1.028 0.517
13 H -0.242 -2.095 -1.203
14 H 2.522 -1.562 -0.688
15 H 2.093 -0.279 -1.687
16 H 2.419 0.175 1.108
17 H 2.055 2.430 0.518
18 H 1.338 2.049 -0.948
19 H 0.101 0.495 1.980
20 H -1.146 -1.900 0.856
21 H 0.494 -2.033 1.654
22 N -0.478 0.118 -0.475
23 N 2.031 1.626 -0.069

=====

No. 8
DFT (wB97M-V/def2-TZVPD) results for 9 unconnected molecules or ions with the total composition C38H99N5O14 in a non-equilibrium geometry.

lowest unoccupied orbital energy	0.360	eV
maximum force	3.23	eV/A
HOMO energy	-8.18	eV
structure (SMILES)	COCCNCCOC.COCCNCCOC.COCCNCCOC.COCCNCCOC.COCCNCCOC.CCO.CCO.CCO.CCO
HOMO-LUMO gap	8.54	eV

Element x y z (Å)
1 C 1.938 2.861 4.270
2 O 1.455 1.595 3.859
3 C 0.703 1.013 4.887
4 C 0.773 -0.487 4.862
5 N 2.200 -1.011 4.938
6 C 2.699 -0.740 6.301
7 C 4.025 -1.438 6.363
8 O 4.861 -0.739 5.461
9 C 6.046 -1.436 5.191
10 H 2.538 3.212 3.430
11 H 2.630 2.886 5.112
12 H 1.156 3.584 4.502
13 H -0.302 1.367 4.661
14 H 0.892 1.442 5.871
15 H 0.256 -0.745 3.937
16 H 0.037 -0.932 5.531
17 H 2.779 -0.399 4.380
18 H 2.045 -1.185 7.051
19 H 2.993 0.263 6.609
20 H 3.937 -2.510 6.182
21 H 4.367 -1.328 7.392
22 H 6.773 -0.797 4.690
23 H 5.916 -2.301 4.541
24 H 6.365 -1.818 6.161
25 C 0.963 -6.087 -0.207
26 O 0.162 -4.933 0.018
27 C -1.263 -5.101 -0.156
28 C -1.891 -3.892 0.539
29 N -3.370 -3.774 0.304
30 C -3.880 -2.733 1.207
31 C -3.777 -3.050 2.738
32 O -3.013 -2.047 3.285
33 C -2.709 -2.150 4.700
34 H 0.506 -7.073 -0.124
35 H 1.912 -6.033 0.327
36 H 1.255 -6.005 -1.253
37 H -1.524 -6.033 0.345
38 H -1.529 -5.259 -1.201
39 H -1.468 -2.968 0.145
40 H -1.622 -3.957 1.593
41 H -3.640 -3.465 -0.619
42 H -4.940 -2.613 0.985
43 H -3.403 -1.754 1.162
44 H -3.285 -3.990 2.989
45 H -4.757 -3.085 3.215
46 H -1.916 -1.449 4.960
47 H -2.296 -3.147 4.856
48 H -3.533 -2.138 5.413
49 C 5.310 0.591 -6.598
50 O 5.220 0.963 -5.196
51 C 4.180 1.922 -5.084
52 C 3.449 1.917 -3.763
53 N 2.573 0.686 -3.695
54 C 1.946 0.735 -2.346
55 C 1.214 -0.605 -1.987
56 O 2.271 -1.474 -1.823
57 C 2.015 -2.839 -1.723
58 H 5.752 1.411 -7.165
59 H 4.360 0.246 -7.005
60 H 5.990 -0.260 -6.625
61 H 3.444 1.941 -5.889
62 H 4.741 2.844 -5.234
63 H 2.885 2.839 -3.625
64 H 4.216 1.872 -2.990
65 H 3.247 -0.067 -3.669
66 H 1.256 1.574 -2.434
67 H 2.653 0.901 -1.533
68 H 0.490 -0.917 -2.741
69 H 0.701 -0.453 -1.038
70 H 1.316 -3.200 -2.477
71 H 1.567 -3.122 -0.770
72 H 2.926 -3.386 -1.966
73 C -2.836 -2.876 -2.775
74 O -4.024 -2.679 -2.064
75 C -4.270 -1.272 -1.827
76 C -5.792 -0.942 -1.603
77 N -6.513 -1.042 -2.899
78 C -7.949 -0.948 -2.771
79 C -8.659 -0.899 -4.091
80 O -8.208 -2.040 -4.840
81 C -9.031 -2.173 -5.962
82 H -2.811 -2.631 -3.837
83 H -2.702 -3.957 -2.821
84 H -1.947 -2.492 -2.275
85 H -3.877 -0.721 -2.681
86 H -3.704 -0.924 -0.963
87 H -5.809 0.074 -1.208
88 H -6.272 -1.633 -0.909
89 H -6.287 -1.886 -3.405
90 H -8.191 0.026 -2.346
91 H -8.425 -1.716 -2.161
92 H -8.394 -0.016 -4.673
93 H -9.740 -0.904 -3.947
94 H -9.148 -1.274 -6.568
95 H -9.980 -2.583 -5.615
96 H -8.627 -2.948 -6.613
97 C 2.996 -0.322 1.288
98 O 4.130 0.409 0.866
99 C 4.347 1.625 1.664
100 C 5.836 1.928 1.527
101 N 6.259 2.373 0.172
102 C 7.660 2.717 0.087
103 C 8.089 3.067 -1.383
104 O 7.688 1.979 -2.246
105 C 7.843 2.164 -3.657
106 H 2.020 0.158 1.351
107 H 3.241 -0.730 2.269
108 H 2.900 -1.182 0.624
109 H 4.148 1.438 2.719
110 H 3.680 2.461 1.454
111 H 6.482 1.156 1.944
112 H 6.038 2.777 2.180
113 H 5.825 1.769 -0.512
114 H 8.207 1.847 0.451
115 H 7.842 3.590 0.713
116 H 9.131 3.384 -1.409
117 H 7.577 3.947 -1.772
118 H 7.140 2.923 -4.001
119 H 7.593 1.236 -4.170
120 H 8.848 2.466 -3.950
121 C 1.402 5.160 0.194
122 C -0.074 5.424 -0.242
123 O -0.814 5.032 0.843
124 H 2.021 5.605 -0.585
125 H 1.763 4.138 0.072
126 H 1.571 5.528 1.205
127 H -0.302 4.817 -1.118
128 H -0.243 6.474 -0.480
129 H -0.658 5.608 1.596
130 C -5.301 0.562 3.120
131 C -6.382 0.440 2.078
132 O -7.557 -0.037 2.790
133 H -5.184 -0.338 3.723
134 H -5.554 1.324 3.856
135 H -4.330 0.767 2.669
136 H -6.126 -0.401 1.433
137 H -6.561 1.341 1.491
138 H -7.260 -0.629 3.485
139 C -1.203 0.259 0.872
140 C -0.489 1.590 0.710
141 O -1.181 2.453 -0.154
142 H -2.193 0.324 1.324
143 H -0.524 -0.292 1.522
144 H -1.344 -0.304 -0.051
145 H 0.524 1.472 0.326
146 H -0.414 2.075 1.683
147 H -0.983 3.340 0.154
148 C -3.687 2.961 -2.584
149 C -2.786 1.789 -2.917
150 O -1.455 2.258 -2.801
151 H -3.323 3.635 -1.809
152 H -4.743 2.723 -2.462
153 H -3.704 3.631 -3.444
154 H -2.906 1.385 -3.922
155 H -2.795 1.069 -2.099
156 H -1.312 2.353 -1.856

=====

No. 9
DFT (wB97M-V/def2-TZVPD) results for 2 unconnected molecules or ions with the total composition CH4FNO2 in a non-equilibrium geometry.

lowest unoccupied orbital energy	0.426	eV
maximum force	5.26	eV/A
HOMO energy	-11.40	eV
structure (SMILES)	NC(=O)O.F
HOMO-LUMO gap	11.83	eV

Element x y z (Å)
1 C 0.375 -0.482 -0.096
2 N 0.166 0.798 -0.016
3 O 1.753 -0.722 0.015
4 O -0.461 -1.371 0.027
5 F -2.754 -0.216 -0.054
6 H 0.919 1.339 -0.080
7 H -0.680 1.433 0.188
8 H 1.924 -1.710 -0.127
9 H -1.929 -0.665 0.117

=====

No. 10
DFT (wB97M-V/def2-TZVPD) results for 2 unconnected molecules or ions with the total composition C3H9S2 in a non-equilibrium geometry.

lowest unoccupied orbital energy	3.555	eV
maximum force	1.15	eV/A
HOMO energy	-3.00	eV
charge	-1
HOMO-LUMO gap	6.56	eV

Element x y z (Å)
1 S -2.066 1.381 0.020
2 H -3.051 1.888 0.780
3 C 1.400 0.869 -0.484
4 C 0.832 -0.207 0.445
5 C -0.053 -1.153 -0.376
6 S -1.149 -2.149 0.724
7 H 2.116 1.565 -0.035
8 H 0.543 1.486 -0.771
9 H 1.856 0.432 -1.379
10 H 1.550 -0.776 1.043
11 H 0.201 0.297 1.178
12 H 0.509 -1.913 -0.925
13 H -0.699 -0.643 -1.083
14 H -1.989 -1.076 0.865

=====

No. 11
DFT (wB97M-V/def2-TZVPD) results for a molecular structure, C32H23AuF3NOPS in a non-equilibrium geometry.

lowest unoccupied orbital energy (alpha / beta)	-2.499 / -6.281	eV
2S+1	3
maximum force	3.33	eV/A
HOMO energy (alpha / beta)	-10.79 / -10.76	eV
charge	+1
expectation value of S²	2.03
HOMO-LUMO gap (alpha / beta)	8.29 / 4.48	eV

Element x y z (Å)
1 Au -0.682 -1.108 0.646
2 S -0.909 -2.356 2.798
3 C -0.164 -1.462 4.094
4 C -0.690 -1.633 5.411
5 C -0.199 -0.887 6.427
6 C 0.675 0.136 6.089
7 C 1.205 0.174 4.784
8 N 0.835 -0.672 3.854
9 H -1.561 -2.286 5.556
10 H -0.629 -0.958 7.422
11 H 0.946 0.856 6.822
12 H 2.029 0.874 4.435
13 F -1.447 -8.080 -5.277
14 C -0.617 -7.116 -5.847
15 F -1.239 -6.652 -6.902
16 F 0.470 -7.766 -6.229
17 C -0.371 -5.995 -4.843
18 C 0.815 -5.873 -4.110
19 C 0.894 -4.944 -3.046
20 C -0.202 -4.147 -2.727
21 C -1.330 -4.217 -3.542
22 C -1.478 -5.129 -4.527
23 C -0.295 -3.346 -1.556
24 C -0.636 -2.633 -0.660
25 H 1.609 -6.567 -4.282
26 H 1.728 -4.882 -2.379
27 H -2.162 -3.475 -3.327
28 H -2.437 -5.061 -5.140
29 O -0.511 0.745 1.533
30 P -0.076 1.958 0.646
31 C 1.744 2.250 0.782
32 C 2.463 1.616 1.774
33 C 3.758 1.951 2.013
34 C 4.386 2.758 1.094
35 C 3.689 3.369 -0.008
36 C 2.332 3.087 -0.128
37 C -0.983 3.407 1.270
38 C -0.982 4.683 0.620
39 C -1.569 5.767 1.184
40 C -2.252 5.613 2.409
41 C -2.242 4.401 3.094
42 C -1.620 3.292 2.481
43 C -0.505 1.640 -1.081
44 C 0.471 1.204 -2.029
45 C 0.031 0.710 -3.198
46 C -1.336 0.776 -3.543
47 C -2.267 1.201 -2.605
48 C -1.826 1.691 -1.397
49 H 1.974 0.868 2.372
50 H 4.377 1.632 2.840
51 H 5.387 3.021 1.266
52 H 4.183 4.069 -0.613
53 H 1.701 3.519 -0.880
54 H -0.558 4.793 -0.409
55 H -1.483 6.675 0.655
56 H -2.795 6.479 2.851
57 H -2.746 4.328 4.008
58 H -1.649 2.362 3.014
59 H 1.500 1.174 -1.789
60 H 0.695 0.289 -4.009
61 H -1.608 0.472 -4.546
62 H -3.339 1.302 -2.902
63 H -2.503 2.102 -0.713

=====

No. 12
DFT (wB97M-V/def2-TZVPD) results for a molecular structure, C29H24F12N2O2Te4Zr.

lowest unoccupied orbital energy	3.855	eV
maximum force	0.56	eV/A
HOMO energy	-1.04	eV
charge	-2
HOMO-LUMO gap	4.90	eV

Element x y z (Å)
1 Zr -1.267 -0.185 1.013
2 C -0.880 2.563 -5.884
3 C -0.703 1.804 -4.595
4 C 0.257 0.814 -4.445
5 C 0.413 0.148 -3.248
6 C -0.355 0.438 -2.098
7 N -0.081 -0.181 -0.885
8 C 1.194 -0.761 -0.748
9 C 2.353 -0.064 -1.156
10 C 3.620 -0.577 -1.019
11 C 3.823 -1.839 -0.462
12 C 5.205 -2.411 -0.294
13 C 2.702 -2.529 -0.047
14 C 1.406 -2.014 -0.149
15 C 0.223 -2.861 0.326
16 O -0.868 -2.138 0.707
17 C 0.611 -3.773 1.543
18 F -0.467 -4.145 2.226
19 F 1.434 -3.150 2.393
20 F 1.242 -4.917 1.165
21 C -0.225 -3.775 -0.851
22 F 0.798 -4.464 -1.404
23 F -0.762 -3.037 -1.825
24 F -1.140 -4.674 -0.465
25 C -1.440 1.329 -2.310
26 C -1.556 2.005 -3.522
27 C -2.589 1.386 -1.305
28 O -2.189 1.314 0.002
29 C -3.506 0.166 -1.639
30 F -4.678 0.224 -1.026
31 F -3.741 0.037 -2.958
32 F -2.875 -0.961 -1.243
33 C -3.466 2.668 -1.393
34 F -4.251 2.715 -2.494
35 F -2.682 3.771 -1.427
36 F -4.262 2.791 -0.342
37 H -0.020 2.420 -6.540
38 H -0.989 3.634 -5.704
39 H -1.769 2.232 -6.427
40 H 0.896 0.546 -5.282
41 H 1.154 -0.635 -3.190
42 H 2.234 0.902 -1.626
43 H 4.470 0.011 -1.354
44 H 5.838 -2.174 -1.152
45 H 5.168 -3.496 -0.188
46 H 5.693 -2.009 0.597
47 H 2.843 -3.515 0.374
48 H -2.372 2.699 -3.657
49 Te -3.848 -1.426 2.245
50 Te -6.349 -1.657 1.296
51 Te -4.823 1.412 5.631
52 Te -3.408 1.059 3.361
53 C -0.498 2.831 2.308
54 N 0.190 1.922 1.375
55 C 0.495 2.693 0.169
56 C 1.438 1.433 1.985
57 C 1.113 0.477 3.097
58 C 1.892 0.423 4.248
59 C 1.567 -0.469 5.258
60 C 0.456 -1.292 5.110
61 C -0.315 -1.215 3.960
62 C -0.013 -0.331 2.917
63 H 0.089 3.754 2.425
64 H -0.615 2.354 3.277
65 H -1.482 3.077 1.912
66 H 1.045 3.607 0.436
67 H -0.431 2.971 -0.329
68 H 1.098 2.104 -0.511
69 H 2.054 2.278 2.332
70 H 2.003 0.922 1.201
71 H 2.744 1.088 4.360
72 H 2.162 -0.509 6.163
73 H 0.181 -1.981 5.900
74 H -1.188 -1.858 3.885

=====

maximum force of number 7 (C7H14N2)? 11.65 eV/A

=====

Look up the maximum force of the eighth one. 3.23 eV/A

=====

The lowest maximum force belongs to which entry? C29H24F12N2O2Te4Zr

=====

Look up the maximum force of the ninth one. 5.26 eV/A